No. 1
This record from OMol25 describes the molecule C12H12N2O at a distorted geometry. The level of theory is ωB97M-V with the def2-TZVPD basis set.

Atoms and positions in Å:
C -1.19667 2.97245 1.90844
O -1.05206 2.01035 0.86052
C 0.16065 1.37707 0.50326
C -0.09290 -0.13314 0.27235
C 0.85446 -1.08498 0.64478
C 0.75744 -2.38810 0.16517
C -0.30060 -2.78397 -0.64224
C -0.24606 -4.13398 -1.29933
C -1.34757 -1.87772 -0.83832
C -1.26674 -0.56712 -0.35488
C 0.84162 2.08336 -0.68938
C 2.21618 1.62504 -0.90952
N 3.27798 1.22858 -1.11125
C 0.90558 3.48811 -0.28098
N 0.81851 4.54093 0.19261
H -2.13682 3.48995 1.72691
H -1.26493 2.47508 2.88298
H -0.40738 3.72970 1.95598
H 0.94877 1.39857 1.30175
H 1.68388 -0.79406 1.27679
H 1.56044 -3.09416 0.36636
H -1.13401 -4.30484 -1.91377
H 0.64010 -4.21892 -1.94372
H -0.17666 -4.91465 -0.53323
H -2.20336 -2.20365 -1.42813
H -2.10270 0.11708 -0.48661
H 0.26285 1.96301 -1.62652

Cartesian forces (eV/Å) of the 3 atoms listed first:
C 0.4 -0.1 0.4
O 0.1 0.0 -0.8
C 0.2 -1.4 2.1

Values from the calculation:
Energy above the lowest of the compared OMol25 structures with the same formula, charge and spin = 139.8 kJ/mol
Maximum force = 2.5 eV/Å
Highest occupied orbital energy = -9.309 eV
SMILES = CO[C@@H](c1ccc(C)cc1)C(C#N)C#N


No. 2
This record from OMol25 describes a structure of composition C6H10O at a distorted geometry. The level of theory is ωB97M-V with the def2-TZVPD basis set.

Atoms and positions in Å:
C 2.11516 0.25325 0.46687
C 1.46522 -1.08055 0.35084
C 0.96510 0.10721 -0.53727
C -0.40501 0.93128 -0.49351
C -1.80465 0.30236 -0.84025
C -1.71922 -0.22790 0.55447
O -0.60339 0.56753 0.89474
H 1.91612 0.79569 1.38857
H 3.12617 0.37313 0.06814
H 2.04421 -1.87578 -0.13786
H 0.87499 -1.41517 1.20210
H 1.27336 0.01520 -1.54731
H -0.48999 2.06973 -0.60635
H -2.64519 0.99850 -0.90555
H -1.92845 -0.51183 -1.53994
H -2.56462 0.01452 1.17189
H -1.61980 -1.31715 0.51042

Cartesian forces (eV/Å) of the 3 atoms listed first:
C -0.3 0.5 -0.3
C -0.7 0.2 -0.5
C 0.0 0.6 -1.4

Values from the calculation:
Energy above the lowest of the compared OMol25 structures with the same formula, charge and spin = 292.6 kJ/mol
Maximum force = 2.3 eV/Å
Highest occupied orbital energy = -9.211 eV


No. 3
This record from OMol25 describes a structure of composition C30H47HgNO36PS6 at a distorted geometry. The level of theory is ωB97M-V with the def2-TZVPD basis set.

Atoms and positions in Å:
Hg 0.55874 3.42173 -1.06426
P -0.41946 0.03516 -0.40946
O -1.49710 1.15371 -0.68239
O -0.66894 -1.50744 -0.08226
O 0.41779 0.82430 0.64461
O 0.43701 0.22545 -1.69374
C 2.29302 -4.65535 -3.75404
C 1.26029 -4.01145 -4.72192
O 0.91741 -4.88228 -5.76074
S 2.10054 -6.03934 -5.87584
O 3.17566 -5.46574 -6.65195
O 1.64343 -7.39847 -6.25550
O 2.55912 -5.96692 -4.30325
H 1.85904 -4.68522 -2.75461
H 3.20460 -4.05835 -3.78051
H 1.44286 -2.97807 -5.01669
H 0.37792 -3.76840 -4.12992
C -2.84012 0.75670 -5.77452
C -2.70351 2.26721 -6.10878
O -3.42363 2.49762 -7.29637
S -3.54993 1.07496 -8.18733
O -2.30899 0.73588 -8.90668
O -4.82776 1.00782 -8.90109
O -3.67348 0.23095 -6.83019
H -3.31529 0.59452 -4.80705
H -1.92930 0.18689 -5.95847
H -1.66218 2.55252 -6.25819
H -3.05693 2.90155 -5.29587
C -3.67671 -5.53140 -2.22716
C -4.45340 -4.35257 -2.73654
O -5.83829 -4.69272 -2.76873
S -6.17661 -6.04136 -1.96548
O -7.20555 -6.79224 -2.73103
O -6.42640 -5.74343 -0.55533
O -4.60502 -6.56491 -2.17627
H -3.39145 -5.53438 -1.17515
H -2.81199 -5.84079 -2.81422
H -4.20409 -4.20243 -3.78697
H -4.24960 -3.38391 -2.28017
C -5.97250 -0.12593 1.56694
C -5.48542 0.74563 2.80101
O -6.50965 1.73456 2.98561
S -7.83571 1.52168 2.06076
O -7.80542 2.41415 0.89924
O -9.09802 1.48130 2.82747
O -7.37418 -0.11332 1.73023
H -5.46843 -1.09207 1.59167
H -5.60976 0.38500 0.67506
H -4.46238 1.10780 2.69957
H -5.48555 0.20959 3.75011
C -0.66459 -4.63996 4.46455
C -1.05374 -3.20173 4.66737
O -1.37323 -2.95014 6.03247
S -0.95119 -4.20788 7.00650
O -1.95402 -4.55896 8.00434
O 0.40574 -3.97087 7.47922
O -0.98674 -5.30590 5.69026
H 0.39590 -4.68055 4.21597
H -1.34038 -5.02141 3.69910
H -1.83927 -2.77528 4.04354
H -0.20125 -2.60477 4.34333
C 4.92731 -1.36864 1.83331
C 4.26757 -2.25945 0.81622
O 5.26923 -3.09397 0.37888
S 6.79027 -2.40083 0.37900
O 7.09659 -1.64905 -0.85554
O 7.71769 -3.44309 0.83477
O 6.31283 -1.39483 1.64759
H 4.73552 -1.71693 2.84821
H 4.51622 -0.35975 1.79794
H 3.84407 -1.70943 -0.02416
H 3.42790 -2.76432 1.29386
C 2.50698 1.92711 7.12104
C 2.48348 1.59694 8.46973
C 1.28352 1.16208 9.08194
C 0.12735 1.09290 8.35345
C 0.15508 1.47957 6.98823
C 1.31475 1.81851 6.38755
N -1.20434 0.65124 8.86453
O -2.21472 0.96469 8.22066
O -1.20722 0.11442 9.92825
H 3.50060 1.95588 6.69878
H 3.29016 1.51008 9.18256
H 1.30722 0.83506 10.11098
H -0.71652 1.49176 6.35060
H 1.35344 1.96075 5.31765
O 4.54561 4.14775 0.54740
C 5.65350 3.78566 0.89800
O 5.91481 3.68327 2.19848
C 7.24277 3.32210 2.44735
C 7.89148 3.44604 1.10367
C 6.88418 3.45340 0.09118
H 7.09550 2.29583 2.78377
H 7.60031 4.00889 3.21454
H 8.69132 2.80535 0.73239
H 8.37314 4.42132 1.17395
H 6.80182 2.47331 -0.37865
H 6.96768 4.32839 -0.55343
O -2.25736 5.65406 1.30619
C -3.47615 5.95522 1.50258
O -3.90015 6.10811 2.74412
C -5.20855 6.67939 2.73447
C -5.67629 6.79732 1.28423
C -4.60840 6.13433 0.48270
H -5.29331 7.68699 3.14149
H -5.97943 6.10825 3.25183
H -5.76269 7.84998 1.01488
H -6.67565 6.38122 1.15679
H -4.38765 6.80079 -0.35109
H -4.79862 5.06523 0.38820
O 3.42774 2.74927 -4.93711
C 3.67152 2.01247 -5.85851
O 3.20117 2.21514 -7.13794
C 3.71764 1.26175 -8.03814
C 4.85814 0.59466 -7.30831
C 4.62115 0.86471 -5.87165
H 4.09042 1.70466 -8.96170
H 2.97782 0.48043 -8.21216
H 5.80428 0.91790 -7.74239
H 4.86507 -0.47586 -7.51336
H 5.52401 1.12362 -5.31856
H 4.05632 0.03764 -5.44151

Cartesian forces (eV/Å) of the 3 atoms listed first:
Hg 0.1 0.1 -0.1
P 0.6 -2.5 0.5
O 0.6 -1.8 0.4

Values from the calculation:
Total charge = -1
Maximum force = 6.1 eV/Å
Highest occupied orbital energy = -5.809 eV


No. 4
This record from OMol25 describes the molecule C2H3N3O at a distorted geometry. The level of theory is ωB97M-V with the def2-TZVPD basis set.

Atoms and positions in Å:
O -1.91634 -0.53159 0.10504
C -0.70043 -0.03658 -0.11134
N -0.37191 1.04031 -0.73738
N 1.02983 1.05733 -0.74296
C 1.43828 0.03399 -0.07623
N 0.36983 -0.73847 0.41251
H -2.54576 0.09654 -0.27417
H 2.47370 -0.27509 0.01141
H 0.22280 -0.64645 1.41311

Cartesian forces (eV/Å) of the 3 atoms listed first:
O -0.2 0.3 0.0
C 0.1 0.4 -0.2
N -0.2 -0.4 -0.4

Values from the calculation:
Energy above the lowest of the compared OMol25 structures with the same formula, charge and spin = 116.9 kJ/mol
Maximum force = 1.2 eV/Å
Highest occupied orbital energy = -9.727 eV
SMILES = Oc1nnc[nH]1


Here are the calculated E_LUMO numbers, same order: 0.717 1.182 -1.550 0.600 (eV).